Molecular formula: C4H5NO2
Method: DFT, wB97M-V/def2-TZVPD

Last column: Löwdin charge in e.
CARTESIAN COORDINATES (ANGSTROEM)
C -1.3957 -0.4015 -0.5290  -0.051
C 0.0707 -0.0608 -0.5683  -0.428
C 0.4081 1.3826 -0.2346  -0.256
O 1.5301 1.8122 -0.1668  0.061
C 1.1984 -0.1821 2.3607  0.020
O 2.2501 -0.5336 2.6007  0.048
N 1.0404 -0.8362 -0.8346  0.172
H -1.9274 0.0937 -1.3507  0.087
H -1.5563 -1.4798 -0.6116  0.079
H -1.8439 -0.0508 0.4082  0.083
H -0.4709 2.0353 -0.0393  0.122
H 0.6963 -1.7791 -1.0347  0.064

Values from the calculation:
Relative energy (zero: lowest compared OMol25 entry of this formula, charge and spin) = 36.0 kcal per mole
Calculated total energy = -9812.754 eV
HOMO energy = -10.04 eV
Frontier orbital gap = 9.92 eV
Strongest force on any atom = 1.43 eV/Å
2S+1 = 1
Net charge = 0